ORCA calculation (wB97M-V/def2-TZVPD) on 2 unconnected molecules or ions with the total composition C3N3P in a non-equilibrium geometry.

```
7
Properties=species:S:1:pos:R:3:forces:R:3:mulliken_charge:R:1
C -2.135 0.776 -0.197 2.922 0.039 -0.326 0.094
C 1.568 0.884 0.055 -0.117 -0.207 -0.368 0.313
C 0.588 -1.461 -0.028 0.052 0.243 -0.333 0.294
N -3.268 0.678 -0.153 -2.471 -0.178 0.125 -0.199
N 1.984 1.629 0.823 0.262 0.449 0.400 -0.278
N 0.308 -2.311 0.690 -0.124 -0.545 0.372 -0.270
P 0.954 -0.195 -1.190 -0.525 0.199 0.131 0.046
```
Forces are in eV/Å.

The value obtained for the max |F| is 2.94 eV Å⁻¹. The calculation puts the LUMO energy (spin up / spin down) at -3.791 / -4.622 eV. The relative energy (zero: lowest compared OMol25 entry of this formula, charge and spin) comes out at 82.0 kcal per mole. The calculation puts the molar mass at 109.03 g/mol. As for the calculated total energy: -619.73543 a.u.

---

ORCA calculation (wB97M-V/def2-TZVPD) on a gas-phase ion, C3NO2S (charge -1) in a non-equilibrium geometry.

```
7
Properties=species:S:1:pos:R:3:forces:R:3:mulliken_charge:R:1
C 1.243 0.489 -0.483 0.379 0.938 -0.324 0.311
C 0.346 -0.247 0.343 -0.848 -1.159 -0.091 0.111
C -1.266 0.089 0.276 1.191 0.472 0.728 0.606
N 2.056 0.973 -1.141 -0.083 0.205 0.083 -0.471
O -2.019 -0.245 1.191 0.637 0.219 -0.982 -0.657
O -1.323 0.660 -0.821 -1.122 -0.127 -0.074 -0.615
S 0.963 -1.718 0.634 -0.154 -0.547 0.661 -0.285
```
Forces are in eV/Å.

The value obtained for the max |F| is 1.47 eV Å⁻¹. The calculation puts the LUMO energy at 2.710 eV. Its total charge is -1. The relative energy (zero: lowest compared OMol25 entry of this formula, charge and spin) comes out at 4.9 kcal per mole. The calculation puts the molar mass at 114.10 g/mol. As for the calculated total energy: -717.78380 a.u.

---

ORCA calculation (wB97M-V/def2-TZVPD) on 2 unconnected molecules or ions with the total composition C3NO3 in a non-equilibrium geometry.

```
7
Properties=species:S:1:pos:R:3:forces:R:3:mulliken_charge:R:1
C 1.672 -1.269 -0.959 0.826 -0.189 0.063 0.765
C -1.574 1.053 0.768 -2.474 0.113 -1.425 0.559
C -0.620 0.157 0.196 0.178 0.972 1.308 -0.392
N -0.332 1.113 1.194 0.608 -0.671 -0.350 -0.447
O 1.843 -0.357 -1.663 -0.390 -0.325 0.242 -0.365
O -2.730 1.554 0.793 1.807 -0.570 0.458 -0.714
O 1.742 -2.252 -0.328 -0.556 0.671 -0.296 -0.406
```
Forces are in eV/Å.

The value obtained for the max |F| is 2.86 eV Å⁻¹. The calculation puts the LUMO energy at 3.452 eV. Its total charge is -1. The relative energy (zero: lowest compared OMol25 entry of this formula, charge and spin) comes out at 34.6 kcal per mole. The calculation puts the molar mass at 98.04 g/mol. As for the calculated total energy: -394.78872 a.u.

---

ORCA calculation (wB97M-V/def2-TZVPD) on a gas-phase ion, C3NO4S (charge -1) in a non-equilibrium geometry.

```
9
Properties=species:S:1:pos:R:3:forces:R:3:mulliken_charge:R:1
C 1.584 -0.753 0.399 -1.380 -2.863 0.760 0.429
C 1.733 0.528 -0.185 0.687 2.715 -0.052 0.479
C -0.391 0.252 0.012 2.258 -0.419 -0.036 -0.148
N 0.395 0.740 -0.804 -0.541 0.245 -0.309 -0.238
O 1.829 -1.903 0.247 0.252 1.152 0.070 -0.390
O 2.476 1.450 0.094 -0.259 -0.845 -0.407 -0.572
O -2.843 0.374 1.201 0.269 0.130 -0.204 -0.578
O -2.482 -0.997 -0.804 0.083 0.158 -0.009 -0.559
S -2.301 0.309 -0.159 -1.369 -0.272 0.188 0.577
```
Forces are in eV/Å.

The value obtained for the max |F| is 3.27 eV Å⁻¹. The calculation puts the LUMO energy (spin up / spin down) at 2.721 / 2.721 eV. Its total charge is -1. The relative energy (zero: lowest compared OMol25 entry of this formula, charge and spin) comes out at 68.1 kcal per mole. The calculation puts the molar mass at 146.10 g/mol. As for the calculated total energy: -868.16768 a.u.

---

ORCA calculation (wB97M-V/def2-TZVPD) on a molecular structure, C3O2Rb in a non-equilibrium geometry.

```
6
Properties=species:S:1:pos:R:3:forces:R:3:mulliken_charge:R:1
O 0.244 1.141 -0.258 0.919 -0.078 -1.017 -0.404
C -0.676 1.560 0.622 -0.953 0.396 0.893 0.260
C -1.509 2.054 1.398 0.378 -0.206 -0.310 -0.766
O -0.280 -0.998 0.097 0.725 -0.170 -0.806 -0.521
C 0.401 -0.202 -0.566 -0.509 -1.077 0.929 -0.250
Rb 1.820 -3.554 -1.293 -0.559 1.135 0.311 0.682
```
Forces are in eV/Å.

The value obtained for the max |F| is 1.51 eV Å⁻¹. The calculation puts the LUMO energy (spin up / spin down) at 0.645 / 0.639 eV. Its total charge is -1. The relative energy (zero: lowest compared OMol25 entry of this formula, charge and spin) comes out at 6.5 kcal per mole. The calculation puts the molar mass at 153.50 g/mol. As for the calculated total energy: -288.67081 a.u.

---

ORCA calculation (wB97M-V/def2-TZVPD) on a molecular structure, C3O2Y in a non-equilibrium geometry.

```
6
Properties=species:S:1:pos:R:3:forces:R:3:lowdin_spin:R:1
O 0.054 -1.236 -0.031 3.023 0.678 -0.259 0.054
C -2.178 -0.424 0.011 -0.596 0.165 0.001 -0.060
C -1.530 0.679 -0.006 1.396 -0.212 -0.017 -0.048
O -0.168 0.939 -0.050 0.421 1.442 -0.124 -0.027
C 0.663 -0.159 -0.096 -1.632 -1.756 0.688 0.108
Y 3.158 0.202 0.172 -2.613 -0.317 -0.288 0.974
```
Forces are in eV/Å.

The value obtained for the max |F| is 3.11 eV Å⁻¹. The calculation puts the LUMO energy (spin up / spin down) at -2.632 / -3.846 eV. The multiplicity is 2. As for the expectation value of S²: 0.879. The calculation puts the molar mass at 156.94 g/mol. As for the calculated total energy: -302.70982 a.u.

---

> Among the records above, which one has the highest calculated total energy?

C3O2Rb